# 1
# C2

An isolated molecule of C2 (ωB97M-V/def2-TZVPD, OMol25).

Each line ends with the Mulliken charge.
Atoms and positions in Å:
C -0.618 0.047 -0.003  0.000
C 0.618 -0.047 0.003  0.000

The HOMO energy is -11.6 eV. Its molar mass is 24.02 g/mol. Its LUMO energy is -4.73 eV. For the largest force on an atom, the calculation gives 0.687 eV Å⁻¹.

---

# 2
# C25H55INOSi

A cluster of 3 separate species, C25H55INOSi in total (ωB97M-V/def2-TZVPD, OMol25).

Each line ends with the Mulliken charge.
Atoms and positions in Å:
I 0.562 -7.378 0.350  0.056
Si 2.810 -2.347 -4.825  0.394
O -1.788 -5.641 0.249  -0.424
N 1.566 -3.713 -2.549  0.460
C -1.443 1.519 0.689  -0.936
C -0.655 -5.669 -0.097  -0.154
C -3.079 1.898 2.643  -0.548
C -1.784 0.041 0.512  -0.454
C -1.470 7.819 5.622  -0.440
C 0.251 4.562 4.931  -1.132
C -0.101 -5.495 -3.060  -0.894
C -2.059 5.569 4.518  -0.095
C 0.831 -4.918 -2.006  -0.533
C -4.128 2.643 1.822  -1.270
C 0.701 -5.958 -4.258  -1.092
C 1.323 -1.196 -4.959  -1.229
C 4.322 -1.577 -4.011  -1.268
C 2.142 -1.988 -0.731  -0.305
C 2.566 -3.216 -1.529  -0.834
C 1.428 -4.773 -4.863  -0.986
C -1.598 7.015 4.330  -0.875
C 2.270 -3.958 -3.882  -0.149
C -1.180 4.724 5.436  -0.446
C 0.051 -4.514 -0.756  -0.043
C -0.936 -0.885 1.381  -1.015
C -2.784 7.963 6.384  -1.182
C -1.659 2.059 2.104  -0.395
C 3.301 -2.875 -6.557  -1.351
C 1.505 -0.852 -1.516  -0.803
H -1.192 -1.931 1.195  0.292
H -0.718 7.364 6.274  0.229
H -3.176 6.996 6.702  0.277
H 2.457 -2.863 -7.242  0.372
H 1.449 -0.274 -4.403  0.370
H -0.641 -6.334 -2.629  0.485
H 4.019 -2.131 -6.903  0.384
H 1.141 -0.105 -0.813  0.296
H 0.678 -4.128 -5.336  0.292
H 4.120 -0.669 -3.450  0.357
H -3.344 0.838 2.703  0.380
H 0.126 -0.748 1.163  0.157
H -3.083 5.561 4.901  0.399
H -0.638 7.028 3.806  0.356
H 0.622 -1.163 -2.077  0.207
H 2.209 -0.354 -2.177  0.083
H 0.850 -3.000 -2.699  0.355
H -5.118 2.531 2.264  0.420
H -0.958 1.577 2.792  0.431
H -3.542 8.444 5.762  0.294
H 3.802 -3.839 -6.597  0.364
H -4.184 2.269 0.798  0.310
H -3.900 3.710 1.779  0.273
H 2.073 -5.112 -5.669  0.491
H -2.031 2.105 -0.021  0.428
H 1.145 -0.977 -6.010  0.493
H 0.412 -1.688 -4.605  0.357
H -1.091 8.813 5.375  0.375
H -1.398 3.122 2.110  0.224
H -1.640 -0.223 -0.542  0.250
H -0.702 -3.765 -1.005  0.278
H -1.636 3.734 5.533  0.329
H -2.105 5.090 3.533  -0.109
H -1.089 -0.696 2.443  0.392
H 4.833 -2.300 -3.376  0.445
H -1.168 5.150 6.442  0.347
H 0.259 4.107 3.938  0.189
H -2.652 8.572 7.278  0.384
H -0.394 1.680 0.414  0.338
H 0.036 -6.388 -5.005  0.443
H 0.771 5.518 4.868  0.319
H 5.029 -1.316 -4.798  0.460
H 1.396 -6.743 -3.957  0.396
H 1.484 -2.244 0.097  0.274
H 3.053 -1.600 -0.274  0.460
H -3.101 2.273 3.669  0.319
H 0.696 -4.088 0.013  0.377
H 3.510 -3.037 -2.029  0.414
H -2.307 7.521 3.667  0.398
H 1.579 -5.670 -1.763  0.476
H 2.732 -4.036 -0.834  0.235
H -2.841 -0.131 0.722  0.459
H -0.809 -4.721 -3.370  0.290
H 3.178 -4.507 -3.629  0.644
H 0.827 3.919 5.599  0.386

The HOMO energy is -12.1 eV. Its molar mass is 540.71 g/mol. Its LUMO energy is -2.35 eV. The total charge is +1. For the largest force on an atom, the calculation gives 0.860 eV Å⁻¹.

---

# 3
# F2N2Ni2O10SZn

A structure of composition F2N2Ni2O10SZn at a distorted geometry (ωB97M-V/def2-TZVPD, OMol25).

Each line ends with the Löwdin spin population.
Atoms and positions in Å:
Zn -6.310 -9.251 0.327  -0.004
Ni -4.161 -9.917 1.745  1.732
Ni -4.397 -11.069 -0.912  1.745
S -3.216 -12.511 1.682  0.000
F -6.808 -10.581 -1.039  0.018
F -4.432 -8.747 0.113  0.045
O -7.021 -8.485 2.077  -0.002
O -3.650 -13.666 2.488  0.009
O -2.163 -12.789 0.667  0.014
O -3.543 -11.074 -2.670  0.129
O -3.676 -9.626 -4.412  0.012
O -3.242 -8.858 -2.447  0.008
O -2.884 -11.248 2.354  0.083
O -6.717 -7.915 4.167  0.003
O -4.862 -8.447 2.865  0.044
O -4.664 -11.921 0.837  0.159
N -3.430 -9.659 -3.286  0.003
N -6.180 -8.300 3.178  0.002

The HOMO energy (alpha / beta) is -11.1 / -11.0 eV. Its molar mass is 440.84 g/mol. Its expectation value of S² is 6.011. Its LUMO energy (alpha / beta) is -2.29 / -3.43 eV. Its multiplicity is 5. For the largest force on an atom, the calculation gives 5.855 eV Å⁻¹.